(1)
6 unconnected molecules or ions with the total composition C8H28O10 at a distorted geometry, computed with the ωB97M-V functional and the def2-TZVPD basis.

Each line ends with the Mulliken charge.
CARTESIAN COORDINATES (ANGSTROEM)
O -1.193 2.714 1.564  -0.597
H -0.699 2.140 2.150  0.297
H -1.233 3.551 2.027  0.281
O 0.122 0.139 0.378  -0.565
H -0.294 -0.353 -0.330  0.529
H -0.335 -0.145 1.169  0.189
C -1.132 -2.830 -1.743  -0.450
C -1.085 -3.383 -3.187  -0.552
O -1.969 -2.792 -4.057  -0.516
O -0.807 -1.458 -1.685  -0.531
H -0.387 -3.361 -1.150  0.340
H -2.107 -2.944 -1.269  0.299
H -1.224 -4.463 -3.239  0.374
H -0.093 -3.225 -3.610  0.327
H -1.542 -2.808 -4.917  0.334
H -1.255 -1.049 -2.429  0.217
C -1.134 1.479 -4.309  -0.446
C -0.822 2.851 -4.910  -0.443
O -1.565 3.059 -6.111  -0.507
O -0.709 1.147 -3.025  -0.435
H -0.769 0.774 -5.057  0.277
H -2.215 1.436 -4.443  0.335
H 0.239 2.849 -5.162  0.273
H -1.039 3.592 -4.141  0.307
H -1.411 3.972 -6.363  0.314
H -1.421 1.270 -2.394  0.292
C -0.969 -0.695 3.479  -0.567
C -0.505 0.345 4.475  -0.361
O 0.473 1.119 3.837  -0.285
O -1.931 -0.200 2.536  -0.538
H -1.360 -1.595 3.953  0.413
H -0.154 -1.071 2.859  0.197
H -0.140 -0.149 5.375  0.389
H -1.321 1.017 4.739  0.336
H 0.901 1.811 4.347  0.226
H -2.769 -0.024 2.969  0.323
C 3.398 0.423 2.339  -0.252
C 3.220 -0.539 3.526  -0.181
O 4.082 -1.680 3.235  -0.414
O 3.064 -0.245 1.128  -0.165
H 4.434 0.755 2.264  0.497
H 2.789 1.281 2.624  0.203
H 2.211 -0.893 3.737  0.164
H 3.560 -0.051 4.440  0.337
H 4.945 -1.286 3.089  0.363
H 2.149 -0.487 1.288  0.372

The energy above the lowest of the compared OMol25 structures with the same formula, charge and spin is 0.0 kJ/mol. The multiplicity is 2. The net charge is +1. The value obtained for the gap between HOMO and LUMO (alpha / beta) is 9.02 / 2.59 eV. The calculation puts the LUMO energy (alpha / beta) at -0.1072 / -0.3435 Ha. As for the expectation value of S²: 0.755. The highest occupied orbital energy (alpha / beta) comes out at -11.939 / -11.939 eV.

***

(2)
A single C3H4ClN5 molecule at a distorted geometry, computed with the ωB97M-V functional and the def2-TZVPD basis.

Each line ends with the Mulliken charge.
CARTESIAN COORDINATES (ANGSTROEM)
C -0.813 1.159 0.228  -0.164
C -1.181 -1.208 0.115  -0.140
C -1.778 0.119 -0.291  -0.438
N 0.432 0.929 0.328  -0.629
N 0.074 -1.385 0.218  -0.756
N 2.369 -0.578 -0.044  -0.151
N 2.990 0.484 -0.037  -0.037
N 0.834 -0.311 0.080  1.035
Cl 4.669 0.271 -0.226  -0.066
H -1.170 2.120 0.551  0.413
H -1.820 -2.039 0.363  0.422
H -2.785 0.260 0.101  0.286
H -1.821 0.180 -1.385  0.224

The energy above the lowest of the compared OMol25 structures with the same formula, charge and spin is 137.1 kJ/mol. The multiplicity is 1. The value obtained for the gap between HOMO and LUMO is 9.00 eV. The calculation puts the LUMO energy at 0.0113 Ha. The highest occupied orbital energy comes out at -8.690 eV.